Record 1
{"formula": "C50H43FeN3O2PS3", "method": "ωB97M-V/def2-TZVPD", "multiplicity": 6, "homo_lumo_gap_ev": [5.39, 6.07], "homo_energy_ev": [-11.0, -13.0], "e_tot_ha": -5044.99544, "total_charge": 2, "elements": ["Fe", "C", "C", "C", "C", "C", "C", "P", "C", "C", "C", "C", "C", "C", "C", "C", "C", "C", "C", "C", "H", "H", "H", "H", "H", "H", "H", "H", "H", "H", "H", "H", "H", "H", "N", "C", "C", "C", "C", "C", "C", "S", "N", "C", "C", "C", "C", "C", "C", "N", "H", "H", "H", "H", "H", "H", "H", "H", "H", "C", "C", "C", "C", "C", "C", "C", "S", "C", "O", "H", "H", "H", "H", "H", "H", "H", "H", "H", "H", "O", "S", "C", "C", "C", "C", "C", "C", "C", "C", "C", "C", "C", "C", "H", "H", "H", "H", "H", "H", "H", "H", "H", "H"], "xyz": [[0.217, -0.656, 0.498], [5.317, -4.456, 2.159], [4.076, -4.637, 1.564], [3.276, -3.539, 1.286], [3.717, -2.257, 1.611], [4.965, -2.077, 2.203], [5.761, -3.179, 2.475], [2.606, -0.865, 1.308], [3.678, 0.586, 1.102], [3.631, 1.694, 1.942], [4.444, 2.793, 1.692], [5.302, 2.794, 0.604], [5.355, 1.690, -0.238], [4.547, 0.593, 0.009], [1.662, -0.595, 2.830], [2.074, -0.483, 4.155], [1.111, -0.315, 5.137], [-0.241, -0.277, 4.802], [-0.660, -0.407, 3.480], [0.312, -0.570, 2.505], [5.943, -5.312, 2.372], [3.736, -5.633, 1.314], [2.305, -3.666, 0.822], [5.321, -1.082, 2.439], [6.732, -3.041, 2.933], [2.978, 1.697, 2.806], [4.410, 3.648, 2.355], [5.938, 3.649, 0.416], [6.035, 1.681, -1.079], [4.612, -0.275, -0.639], [3.126, -0.535, 4.413], [1.407, -0.223, 6.174], [-0.980, -0.157, 5.584], [-1.716, -0.389, 3.253], [-3.228, 0.272, -1.949], [-4.423, 0.389, -1.290], [-5.573, 0.803, -1.980], [-6.760, 0.938, -1.307], [-6.849, 0.666, 0.071], [-5.738, 0.258, 0.758], [-4.514, 0.114, 0.081], [-3.132, -0.377, 0.958], [-1.906, -0.465, -0.084], [-2.015, -0.085, -1.414], [-0.853, -0.122, -2.218], [-0.838, 0.164, -3.604], [0.344, 0.098, -4.296], [1.521, -0.254, -3.628], [1.441, -0.516, -2.276], [0.305, -0.460, -1.580], [-3.245, 0.482, -2.935], [-5.512, 1.015, -3.041], [-7.642, 1.258, -1.845], [-7.794, 0.776, 0.583], [-5.788, 0.043, 1.819], [-1.740, 0.430, -4.140], [0.362, 0.316, -5.356], [2.471, -0.309, -4.139], [2.324, -0.779, -1.706], [-2.048, -3.497, -5.708], [-1.828, -3.504, -4.222], [-0.550, -3.681, -3.688], [-0.343, -3.694, -2.321], [-1.431, -3.528, -1.475], [-2.711, -3.342, -1.977], [-2.902, -3.337, -3.349], [-1.214, -3.497, 0.280], [-0.630, -5.157, 0.570], [0.052, -2.665, 0.548], [-1.116, -3.648, -6.250], [-2.483, -2.550, -6.033], [-2.742, -4.286, -5.999], [0.292, -3.811, -4.357], [0.654, -3.814, -1.915], [-3.550, -3.209, -1.303], [-3.902, -3.211, -3.750], [0.254, -5.334, -0.039], [-1.429, -5.848, 0.304], [-0.399, -5.237, 1.631], [0.274, 1.345, 0.445], [0.106, 2.400, 1.545], [-1.586, 2.911, 1.353], [-2.105, 3.132, 0.081], [-3.434, 3.492, -0.039], [-4.229, 3.626, 1.099], [-3.699, 3.399, 2.359], [-2.362, 3.034, 2.492], [0.975, 3.805, 0.890], [1.471, 3.784, -0.402], [2.177, 4.890, -0.854], [2.370, 5.985, -0.022], [1.868, 5.983, 1.274], [1.170, 4.882, 1.743], [-1.468, 3.030, -0.790], [-3.857, 3.688, -1.017], [-5.265, 3.919, 0.998], [-4.318, 3.509, 3.239], [-1.935, 2.840, 3.469], [1.334, 2.909, -1.023], [2.583, 4.894, -1.856], [2.921, 6.843, -0.382], [2.027, 6.835, 1.921], [0.791, 4.862, 2.759]], "mulliken_spin": [3.1955, 0.0015, 0.0002, 0.0043, 0.0091, 0.0001, -0.0005, 0.0298, 0.0001, -0.0020, 0.0002, 0.0004, 0.0005, 0.0042, -0.0233, -0.0212, 0.0312, -0.0297, 0.1171, -0.4036, 0.0001, 0.0000, 0.0014, 0.0004, -0.0001, -0.0013, 0.0000, 0.0000, 0.0000, -0.0014, -0.0018, 0.0003, -0.0014, -0.0229, 0.2070, 0.0671, -0.0153, 0.0574, 0.0509, 0.0152, 0.1534, 0.4065, 0.4100, 0.3466, -0.0769, 0.2092, -0.0235, 0.1542, -0.0190, 0.1096, -0.0336, -0.0004, 0.0040, 0.0035, -0.0006, 0.0237, -0.0007, 0.0039, -0.0051, 0.0023, 0.0006, 0.0023, -0.0149, 0.0247, -0.0246, 0.0103, 0.0139, 0.0039, -0.0010, -0.0001, -0.0005, 0.0002, 0.0018, -0.0012, 0.0053, 0.0010, -0.0001, 0.0014, -0.0001, 0.0047, 0.0098, 0.0234, 0.0232, 0.0190, -0.0094, 0.0093, -0.0169, 0.0098, 0.0033, -0.0007, -0.0001, 0.0007, -0.0015, -0.0328, 0.0027, 0.0016, -0.0002, -0.0031, -0.0027, 0.0001, 0.0000, 0.0000, 0.0003]}

---

Record 2
{"formula": "C50H44As2IrN4O5S", "method": "ωB97M-V/def2-TZVPD", "multiplicity": 6, "homo_lumo_gap_ev": [6.56, 4.74], "homo_energy_ev": [-11.3, -13.1], "e_tot_ha": -7500.43554, "total_charge": 2, "elements": ["Ir", "C", "C", "As", "C", "C", "C", "C", "C", "C", "C", "C", "C", "C", "C", "C", "As", "C", "C", "C", "C", "C", "C", "C", "C", "C", "C", "C", "C", "H", "H", "H", "H", "H", "H", "H", "H", "H", "H", "H", "H", "H", "H", "H", "H", "H", "H", "H", "H", "H", "H", "H", "H", "N", "C", "C", "C", "C", "C", "C", "S", "O", "O", "N", "C", "N", "C", "C", "C", "N", "H", "H", "H", "H", "H", "H", "H", "H", "H", "O", "C", "C", "O", "O", "C", "C", "C", "C", "C", "C", "C", "C", "C", "C", "C", "C", "H", "H", "H", "H", "H", "H", "H", "H", "H", "H", "H"], "xyz": [[0.070, 0.132, -0.593], [-1.762, 2.741, -2.005], [-1.946, 3.018, -0.520], [-0.405, 2.370, 0.504], [-0.900, 2.974, 2.273], [0.016, 3.661, 3.063], [-0.385, 4.169, 4.292], [-1.688, 3.986, 4.731], [-2.596, 3.286, 3.947], [-2.202, 2.770, 2.722], [1.026, 3.554, -0.018], [0.818, 4.739, -0.717], [1.903, 5.527, -1.078], [3.191, 5.145, -0.730], [3.401, 3.972, -0.018], [2.320, 3.174, 0.329], [-1.583, 0.830, -2.370], [-1.488, 0.887, -4.312], [-2.177, -0.052, -5.071], [-2.217, 0.069, -6.453], [-1.569, 1.122, -7.081], [-0.873, 2.056, -6.327], [-0.831, 1.939, -4.946], [-3.344, 0.093, -2.107], [-4.471, 0.893, -1.981], [-5.718, 0.301, -1.820], [-5.840, -1.080, -1.802], [-4.713, -1.881, -1.941], [-3.464, -1.296, -2.078], [-0.837, 3.204, -2.352], [-2.574, 3.137, -2.616], [-2.825, 2.505, -0.129], [-2.068, 4.081, -0.313], [1.030, 3.820, 2.718], [0.322, 4.715, 4.903], [-1.998, 4.386, 5.687], [-3.613, 3.143, 4.288], [-2.911, 2.210, 2.125], [-0.182, 5.067, -0.971], [1.740, 6.446, -1.625], [4.032, 5.768, -1.007], [4.400, 3.673, 0.272], [2.492, 2.255, 0.875], [-2.699, -0.870, -4.592], [-2.765, -0.658, -7.037], [-1.611, 1.218, -8.158], [-0.373, 2.882, -6.814], [-0.301, 2.691, -4.375], [-4.397, 1.972, -2.024], [-6.597, 0.923, -1.714], [-6.812, -1.535, -1.668], [-4.810, -2.959, -1.942], [-2.576, -1.916, -2.160], [5.625, -5.792, -0.013], [5.080, -4.603, 0.181], [5.868, -3.420, -0.005], [5.310, -2.199, 0.224], [3.968, -2.125, 0.642], [3.164, -3.276, 0.801], [3.705, -4.502, 0.574], [3.271, -0.536, 1.020], [2.418, -0.763, 2.167], [4.347, 0.387, 1.162], [2.302, -0.267, -0.222], [2.828, 0.252, -1.391], [1.860, 0.762, -2.162], [2.232, 1.340, -3.301], [3.560, 1.415, -3.672], [4.473, 0.809, -2.825], [4.118, 0.209, -1.691], [6.601, -5.887, -0.255], [5.102, -6.640, 0.149], [6.903, -3.512, -0.310], [5.874, -1.283, 0.113], [2.132, -3.184, 1.119], [3.114, -5.400, 0.703], [1.447, 1.728, -3.931], [3.864, 1.895, -4.590], [5.530, 0.787, -3.065], [0.092, -1.373, 1.232], [-0.776, -2.033, 2.107], [-3.068, -0.968, 1.142], [-3.782, -1.783, 1.538], [-2.479, -0.075, 0.664], [-0.753, -3.504, 1.909], [-0.007, -4.283, 2.795], [0.157, -5.643, 2.568], [-0.430, -6.238, 1.457], [-1.184, -5.470, 0.580], [-1.336, -4.109, 0.798], [-1.074, -1.421, 3.363], [-1.949, -2.066, 4.264], [-2.263, -1.478, 5.472], [-1.712, -0.246, 5.818], [-0.849, 0.401, 4.941], [-0.543, -0.167, 3.720], [0.907, -1.088, 1.719], [0.447, -3.818, 3.663], [0.732, -6.239, 3.266], [-0.315, -7.300, 1.286], [-1.663, -5.936, -0.271], [-1.930, -3.517, 0.111], [-2.383, -3.019, 3.991], [-2.943, -1.976, 6.149], [-1.954, 0.204, 6.772], [-0.411, 1.352, 5.214], [0.136, 0.347, 3.052]], "mulliken_spin": [2.1545, -0.0079, 0.0074, 0.1337, 0.0308, 0.0141, -0.0046, 0.0074, 0.0015, 0.0009, 0.0395, -0.0072, -0.0020, 0.0022, 0.0003, 0.0217, 0.0553, 0.0127, -0.0036, -0.0027, 0.0048, -0.0017, 0.0047, 0.0011, -0.0006, 0.0005, 0.0023, 0.0076, 0.0093, -0.0049, 0.0004, 0.0050, -0.0017, 0.0014, -0.0001, 0.0002, 0.0009, 0.0021, -0.0005, 0.0002, 0.0001, 0.0000, -0.0032, 0.0001, 0.0001, 0.0003, 0.0002, 0.0006, 0.0013, 0.0002, 0.0000, 0.0004, 0.0079, 0.2968, 0.1595, 0.1815, -0.0513, 0.2362, -0.0320, 0.1692, -0.0078, 0.0167, 0.0164, 0.1529, -0.0037, 0.0858, 0.0087, 0.0113, -0.0036, 0.0222, -0.0122, -0.0117, -0.0041, -0.0013, -0.0077, 0.0019, 0.0125, 0.0007, -0.0007, 0.2029, 0.4172, 0.0090, 0.0211, 0.0765, 0.0215, 0.0442, -0.0064, 0.0182, 0.0011, 0.0808, 0.0270, 0.1606, -0.0710, 0.1616, -0.0853, 0.1141, 0.0021, 0.0026, 0.0012, 0.0008, 0.0003, 0.0182, 0.0070, 0.0000, 0.0091, -0.0022, 0.0391]}